No. 1
115
Properties=species:S:1:pos:R:3:forces:R:3:lowdin_charge:R:1 method="wB97M-V/def2-TZVPD" e_lumo_ev=0.10 total_charge=0 largest_force_ha_per_bohr=0.1757
C 1.812595 2.298592 -3.949315 1.10 -0.81 1.35 -0.052
C 0.729539 1.133790 -3.916807 0.04 2.63 0.02 -0.264
O 1.146347 0.186514 -2.990342 -0.41 -1.31 -0.09 -0.119
H 1.977517 2.859896 -2.988297 -1.32 -0.38 -0.51 0.066
H 1.737820 3.031881 -4.736418 -0.43 0.04 -0.38 0.062
H 2.859540 1.921735 -3.953471 -0.79 -0.58 -0.92 0.060
H 0.375064 0.794768 -4.901513 1.12 -0.51 -0.02 0.122
H -0.210489 1.526074 -3.536650 -0.27 0.64 0.15 0.063
H 0.614361 -0.629104 -3.063787 0.10 0.02 0.05 0.074
C -3.442886 -0.417898 4.200076 -2.00 -0.55 -0.01 -0.072
C -2.322891 0.031835 3.360862 -0.75 -0.17 -1.92 -0.331
O -1.973416 -1.087067 2.586065 1.26 -0.89 -0.92 -0.135
H -3.241271 -1.389740 4.652709 0.04 0.13 0.11 0.092
H -4.383932 -0.523809 3.569510 1.14 -0.04 0.67 0.101
H -3.704793 0.302542 4.949380 -0.02 0.37 0.60 0.072
H -1.477914 0.441657 3.812021 1.42 0.52 1.40 0.087
H -2.694235 0.793175 2.689712 -0.16 0.69 -0.32 0.096
H -1.222952 -0.947804 1.948979 -0.60 0.07 1.18 0.056
C -1.052357 -0.028579 -0.223513 1.67 0.39 0.73 -0.034
C 0.437296 -0.530350 0.109977 -0.87 0.39 -1.39 -0.235
O 0.469822 -1.462562 1.183119 -1.85 0.60 -0.05 -0.079
H -1.759513 -0.818490 -0.127995 -0.29 -1.10 -0.30 0.026
H -1.168797 0.418999 -1.223040 0.36 -0.30 0.40 0.071
H -1.461709 0.673075 0.519162 0.62 0.26 -0.19 0.054
H 1.192324 0.257235 0.299277 -0.85 0.22 0.07 0.098
H 0.893522 -1.086315 -0.704554 -0.46 0.17 -0.73 0.082
H 1.366957 -1.376460 1.437307 1.46 -0.68 0.86 0.030
C 1.341238 -0.800999 4.060718 -1.17 -0.76 -2.04 -0.075
C 2.638499 -1.409138 3.695138 -1.60 -0.98 -0.75 -0.330
O 2.424411 -2.768252 3.990271 1.60 -1.43 -0.08 -0.058
H 1.333572 0.203140 3.821115 -0.26 2.30 -0.86 0.028
H 1.369998 -0.796226 5.061325 -0.69 -0.25 4.00 0.048
H 0.412400 -1.293798 3.670585 1.16 0.22 0.28 0.105
H 3.402324 -1.055052 4.337813 1.07 0.84 0.25 0.112
H 2.811516 -1.236960 2.640338 0.87 -0.18 -0.36 0.079
H 3.312361 -3.183152 4.037060 -0.95 0.04 -0.10 0.105
C 2.983183 -2.940105 -2.192608 0.96 -1.22 0.20 -0.070
C 4.016960 -2.597196 -1.079224 -2.25 -1.17 -0.12 -0.268
O 3.354518 -1.658460 -0.232903 0.83 -0.97 1.51 -0.130
H 2.650160 -2.039081 -2.624007 0.24 1.15 -1.14 0.021
H 2.000146 -3.411718 -1.990200 0.79 -0.19 1.04 0.056
H 3.498876 -3.605102 -2.891720 -0.23 0.31 -0.49 0.080
H 4.982940 -2.283052 -1.447685 0.03 0.78 -0.60 0.094
H 4.311671 -3.542999 -0.572406 -0.64 0.64 0.52 0.108
H 3.323553 -0.755827 -0.624202 0.11 -0.77 0.01 -0.021
C 3.565129 1.270699 2.057866 0.49 -2.71 -0.14 -0.073
C 3.707577 2.623986 1.483621 2.16 0.88 0.50 -0.334
O 2.833390 2.727293 0.409072 -0.94 0.48 -0.69 -0.091
H 4.405368 0.801480 2.714824 -1.49 1.36 -1.02 0.133
H 3.604300 0.709539 1.100408 0.17 -0.56 0.80 0.056
H 2.561450 0.998589 2.433102 0.61 0.59 0.17 0.050
H 4.747611 2.718046 1.110560 -0.17 -0.05 0.07 0.121
H 3.612478 3.470055 2.135325 -0.44 0.38 0.70 0.102
H 2.587604 3.651177 0.280549 -0.16 -0.08 -0.19 0.122
C 0.072449 2.371831 2.064887 -0.66 1.00 0.82 -0.055
C 0.776602 3.083684 3.237042 -2.36 0.19 -1.10 -0.318
O 1.039636 4.344452 2.745162 0.71 2.67 -0.09 -0.069
H 0.593598 2.464836 1.095147 -0.43 0.80 0.62 0.065
H -1.034405 2.623616 2.067680 1.46 -0.05 -0.34 0.093
H 0.146359 1.351676 2.208781 -0.23 -2.48 0.59 0.010
H 1.698697 2.782431 3.544692 2.63 -2.41 0.41 0.060
H 0.248063 3.143219 4.195929 -0.88 -0.23 -0.31 0.122
H 1.747406 4.673727 3.316205 -0.31 0.58 -0.37 0.095
C -3.585190 2.544863 0.195638 1.05 -0.14 -2.24 -0.126
C -4.796740 3.326231 0.373265 -1.94 0.80 0.68 -0.319
O -5.856308 2.741212 -0.389739 0.12 -0.09 -0.39 -0.069
H -3.186586 2.565217 -0.852478 -0.27 0.46 0.91 0.083
H -3.715522 1.511862 0.363479 -0.37 -1.28 0.69 0.049
H -2.896639 2.957657 0.878543 1.34 0.21 0.68 0.051
H -4.580608 4.399799 0.173902 -0.50 -0.58 -0.16 0.131
H -5.100157 3.235090 1.435992 0.11 0.36 -0.30 0.119
H -6.474932 3.354642 -0.797546 0.30 0.25 0.29 0.085
C -3.486267 0.075149 -3.820013 -0.05 1.77 0.09 -0.064
C -3.732364 -0.228506 -2.314923 -1.75 0.30 -1.29 -0.289
O -5.083392 -0.710411 -2.245862 1.00 -0.47 -1.33 -0.064
H -2.481668 0.560465 -3.893719 -0.43 -0.79 -0.41 0.054
H -4.191093 0.888119 -4.218703 0.71 -0.98 1.05 0.093
H -3.682232 -0.740201 -4.541109 0.62 -0.01 0.78 0.077
H -3.672403 0.673771 -1.699688 0.23 0.15 -0.39 0.078
H -3.089531 -0.951701 -1.845337 0.53 -0.48 -0.32 0.059
H -5.461977 -0.336873 -1.486360 -1.07 0.64 1.51 0.033
C 4.164455 0.411373 -2.170144 0.51 -3.20 -8.43 -0.632
O 3.954881 -0.189161 -3.442677 2.01 3.19 6.65 -0.122
N 5.295188 0.828515 -1.658015 6.70 -0.61 -1.36 0.155
N 3.208362 0.608637 -1.359135 -6.68 2.08 2.10 0.104
H 6.191485 0.517348 -2.233798 -2.63 1.05 1.77 0.181
H 5.443242 0.859928 -0.635196 -0.38 -0.09 -1.14 0.117
H 2.289419 0.375804 -1.865510 1.04 0.60 0.81 0.103
H 3.146874 1.462883 -0.694531 0.33 -1.57 -1.54 0.122
C -3.780816 -2.844476 0.316953 -4.01 -3.02 -5.75 -0.674
O -4.618410 -3.321294 -0.620221 3.92 1.19 3.69 -0.093
N -2.588843 -3.329973 0.608919 1.26 -1.81 -0.03 0.188
N -4.100203 -1.779207 0.950449 -1.56 4.57 2.23 0.167
H -2.381837 -4.205778 0.201472 0.25 -0.79 -0.41 0.096
H -1.822981 -2.853804 1.037723 -0.14 0.39 0.38 0.074
H -4.832638 -1.199353 0.488138 0.89 -0.91 1.14 0.134
H -3.519992 -1.486367 1.778277 -0.83 -0.05 -1.43 0.087
C -0.597547 3.150955 -1.459817 2.04 1.54 3.21 -0.139
O 0.245435 4.285409 -1.746801 0.38 -0.21 0.69 -0.127
H -1.375114 3.257973 -2.125113 -2.18 -0.71 -1.18 0.057
H -0.899124 3.326993 -0.367610 -0.01 -0.36 -1.73 0.089
H -0.046062 2.208223 -1.458109 -0.09 0.05 -0.49 0.053
H 0.238333 4.446581 -2.685388 0.09 -0.06 -0.44 0.058
C -1.163716 -3.004282 -2.245463 0.73 -1.11 2.46 -0.145
O -0.303999 -2.345969 -3.148117 -0.25 0.16 -0.68 -0.114
H -0.897756 -2.543230 -1.254615 -0.17 -0.92 -0.79 0.067
H -1.018925 -4.138358 -2.207451 0.17 1.53 -0.04 0.104
H -2.223385 -2.845848 -2.330238 -0.55 0.40 -0.70 0.062
H -0.629447 -2.549594 -4.025212 0.16 0.05 -0.42 0.094
C 0.762068 -4.835917 0.383784 2.46 -0.58 -1.30 -0.132
O 0.495684 -5.585867 -0.807869 0.92 -0.49 -0.45 -0.147
H 1.334739 -3.952677 0.101827 -0.07 0.31 0.24 0.056
H 1.389815 -5.381250 1.129550 -0.83 0.13 -0.36 0.097
H -0.179549 -4.549249 0.710145 -1.49 0.45 1.18 0.033
H 1.316790 -5.675298 -1.344268 -0.87 0.17 0.75 0.088

No. 2
52
Properties=species:S:1:pos:R:3:forces:R:3:lowdin_charge:R:1 method="wB97M-V/def2-TZVPD" spin_multiplicity=5 e_lumo_ev="-1.04 / -3.76" total_charge=0 largest_force_ha_per_bohr=0.0148 s_squared=6.052
Ir 1.567455 -1.585110 -0.607845 0.06 -0.22 -0.44 1.616
O 2.779656 -2.079829 3.282861 0.03 -0.02 0.01 0.115
C 2.754956 -1.844204 2.095949 -0.09 0.03 0.01 -0.431
N 1.614782 -1.989692 1.318763 0.12 0.02 0.17 -0.136
C 0.457377 -2.467050 2.060329 -0.08 -0.05 -0.02 -0.124
C -0.746383 -2.607334 1.172098 0.12 0.03 0.02 -0.251
C -2.002761 -2.924082 1.667428 0.01 0.01 -0.01 -0.001
C -3.051696 -3.052968 0.775992 0.02 0.01 -0.04 -0.032
C -2.820971 -2.873774 -0.583160 -0.04 -0.03 0.05 -0.029
C -1.546487 -2.555509 -1.000685 0.08 0.00 -0.01 -0.086
N -0.542263 -2.425220 -0.127807 -0.21 0.09 0.05 0.014
C 3.956535 -1.347332 1.351137 -0.11 -0.05 -0.03 -0.189
C 5.163780 -1.119027 1.979293 0.02 -0.01 0.00 0.027
C 6.219854 -0.664395 1.202395 -0.02 0.01 -0.01 -0.024
C 6.029131 -0.464515 -0.156002 0.01 0.00 0.01 -0.023
C 4.781864 -0.718263 -0.704829 -0.02 -0.02 0.00 -0.077
N 3.776730 -1.147183 0.049843 0.15 0.04 0.00 0.017
H 0.248748 -1.783321 2.888134 -0.01 0.02 -0.02 0.144
H 0.689259 -3.431534 2.522382 0.02 0.01 0.00 0.146
H -2.147715 -3.055283 2.731268 0.00 -0.01 0.00 0.125
H -4.044110 -3.289656 1.135385 0.00 0.00 -0.01 0.118
H -3.615321 -2.977200 -1.307726 0.00 0.01 0.00 0.116
H -1.296742 -2.412629 -2.044334 0.00 0.00 0.00 0.115
H 5.249910 -1.298715 3.041229 0.00 0.00 0.00 0.128
H 7.183555 -0.467134 1.651867 0.00 -0.01 0.00 0.118
H 6.831816 -0.116878 -0.790212 0.00 0.00 0.00 0.116
H 4.577543 -0.586746 -1.760101 0.00 0.01 0.00 0.128
O 3.042894 -3.181511 -3.608997 0.07 0.00 -0.03 -0.248
S 1.854697 -3.111017 -2.836654 -0.11 0.46 0.60 0.389
O 2.093803 -3.441250 -1.349465 0.04 -0.13 -0.10 -0.464
O 1.534038 -1.528533 -2.525192 0.01 -0.11 -0.13 -0.474
O 0.647702 -3.685547 -3.326451 -0.03 -0.06 -0.07 -0.264
F -1.781128 0.810515 0.250074 -0.02 0.06 -0.01 0.097
C -2.138421 2.061773 -0.090715 -0.07 -0.05 -0.01 -0.141
C -3.479073 2.332625 -0.177896 0.04 -0.06 0.02 -0.141
F -4.326835 1.333308 0.068554 0.04 0.07 -0.01 0.118
C -3.969939 3.616438 -0.494662 -0.03 0.00 0.02 -0.042
C -2.968887 4.585757 -0.720145 0.04 0.05 -0.04 -0.137
C -1.627443 4.300019 -0.643257 -0.02 0.08 -0.01 -0.146
F -0.764772 5.279663 -0.918244 -0.04 -0.06 0.02 0.124
C -1.146107 3.024051 -0.321964 0.02 -0.04 -0.02 -0.032
C 0.266475 2.715631 -0.245891 -0.05 0.09 0.00 -0.160
C 0.703368 1.420501 -0.329553 -0.03 -0.03 0.06 -0.113
N 1.067097 0.319486 -0.394046 0.03 -0.03 -0.05 0.011
C 1.278202 3.701610 -0.073628 0.03 -0.02 -0.01 -0.214
N 2.135905 4.452681 0.089852 0.00 -0.01 0.00 0.158
F -3.317618 5.825746 -1.051061 0.02 -0.07 0.03 0.131
C -5.361178 3.910318 -0.575445 0.02 -0.01 0.02 -0.118
C -6.369846 2.931789 -0.377954 -0.01 -0.01 -0.03 -0.184
N -7.230712 2.177984 -0.240418 0.00 0.01 0.02 0.193
C -5.867045 5.204784 -0.858658 -0.01 0.00 -0.04 -0.182
N -6.343688 6.227774 -1.091852 -0.01 0.00 0.02 0.198

No. 3
56
Properties=species:S:1:pos:R:3:forces:R:3:lowdin_charge:R:1 method="wB97M-V/def2-TZVPD" spin_multiplicity=2 e_lumo_ev="3.93 / 3.93" total_charge=-2 largest_force_ha_per_bohr=0.0363 s_squared=0.756
Co -0.448528 -0.428754 -0.339315 -0.98 -1.30 0.90 0.403
O 2.030000 -3.049372 1.645413 0.33 -0.41 0.45 0.022
C 1.224106 -2.228038 1.238215 -0.40 0.47 -0.20 -0.641
O 1.215430 -1.639582 0.114250 0.13 0.08 -0.22 -0.225
C 0.078938 -1.751082 2.141010 0.19 -0.19 -0.28 -0.139
C 0.082221 -1.780197 3.526824 -0.12 -0.18 -0.03 -0.006
C -0.956034 -1.161969 4.208713 0.03 0.03 -0.27 -0.049
C -1.967493 -0.547992 3.484943 -0.06 -0.16 -0.01 0.001
C -1.903291 -0.574991 2.102791 -0.30 0.01 -0.35 -0.141
N -0.905471 -1.173044 1.455307 0.58 0.78 0.21 0.101
C -2.891390 0.116597 1.164257 0.21 0.02 -0.06 -0.612
O -3.983930 0.473572 1.588673 -0.33 0.06 0.41 0.009
O -2.439307 0.248456 -0.008973 0.47 0.22 -0.62 -0.069
H 0.897853 -2.256832 4.046242 0.12 -0.07 -0.05 0.109
H -0.958524 -1.137541 5.289706 -0.01 0.00 0.09 0.100
H -2.793844 -0.041476 3.958649 -0.08 0.06 -0.03 0.110
F 3.196285 -1.352958 3.904382 -0.08 0.20 0.06 0.071
C 2.927719 -0.036140 3.835093 0.14 -0.20 -0.58 -0.185
C 2.745048 0.568552 2.633763 0.21 -0.65 0.91 0.070
N 2.570909 1.912629 2.532972 -0.02 0.16 0.44 0.008
C 2.409161 2.538784 1.247477 -0.92 0.39 -1.01 -0.037
C 0.998695 2.245282 0.562936 1.19 0.29 0.83 -0.652
O 0.551183 3.138772 -0.134277 -0.28 0.64 -0.58 0.025
O 0.562227 1.100588 0.797845 -0.29 -0.82 0.17 -0.038
C 2.501838 2.710897 3.652697 0.22 -0.04 -0.12 -0.472
O 2.360789 3.915989 3.622100 -0.12 0.35 0.05 0.063
N 2.664803 2.047360 4.847549 -0.05 -0.06 0.33 0.206
C 2.904599 0.693243 5.076626 -0.06 0.39 -0.09 -0.415
O 3.076397 0.287112 6.211546 0.00 -0.22 -0.03 0.056
H 2.752244 -0.004479 1.718148 -0.04 -0.01 -0.15 0.142
H 3.162549 2.156084 0.554966 0.05 0.00 0.07 0.101
H 2.522777 3.615790 1.368959 0.03 -0.24 -0.01 0.115
H 2.633272 2.636727 5.670791 -0.01 -0.11 -0.18 0.162
I 2.756732 -0.034277 -1.962714 -0.03 0.22 -0.10 1.018
C 1.038509 1.117477 -2.325215 0.35 -0.62 -0.01 -0.730
C 1.215647 2.345215 -2.924054 -0.28 0.45 -0.41 -0.151
C 0.090570 3.103133 -3.208597 -0.01 -0.52 0.14 -0.062
C -1.154831 2.543983 -2.956322 0.25 0.13 -0.39 -0.042
C -1.226064 1.284446 -2.404946 -0.04 -0.24 0.13 -0.092
N -0.140450 0.582074 -2.025197 0.14 1.22 0.37 -0.041
H 2.205520 2.704052 -3.161481 0.03 -0.04 0.11 0.086
H 0.187155 4.089124 -3.635331 0.01 0.12 -0.03 0.103
H -2.061656 3.073149 -3.207789 -0.08 -0.02 0.06 0.104
H -2.178227 0.806547 -2.229102 -0.01 -0.02 0.28 0.115
F -3.207517 -2.995016 -7.095711 0.04 0.05 0.29 0.063
C -2.778878 -2.851842 -5.815405 0.09 0.01 0.17 -0.156
C -3.346898 -3.594282 -4.781666 0.01 0.06 -0.32 -0.158
F -4.347788 -4.462982 -5.062330 0.18 0.19 0.01 0.073
C -2.888299 -3.451043 -3.490251 0.27 0.22 0.08 -0.260
F -3.468556 -4.204608 -2.538428 0.00 0.09 -0.28 0.046
C -1.826515 -2.582301 -3.127300 -0.31 -0.11 -0.68 -0.582
S -1.282957 -2.570854 -1.514693 0.29 0.16 0.52 0.730
C -1.274965 -1.860264 -4.212210 -0.18 -0.23 0.28 -0.231
F -0.217061 -1.048015 -4.032585 -0.14 -0.26 -0.12 0.057
C -1.741937 -1.977939 -5.506678 -0.24 -0.17 -0.32 -0.156
F -1.172764 -1.257762 -6.502273 -0.10 -0.16 0.17 0.076